A cluster of 9 separate species, C21H44O17 in total at a distorted geometry, computed with wB97M-V/def2-TZVPD.

Last column: Mulliken charge in e.
CARTESIAN COORDINATES (ANGSTROEM)
C: 2.215 -0.993 4.916  -0.490
O: 2.265 0.431 4.659  -0.502
H: 3.121 -1.285 5.448  0.315
H: 1.331 -1.252 5.497  0.207
H: 2.281 -1.653 4.051  0.173
H: 1.644 0.870 5.245  0.295
C: 0.029 -4.107 -0.439  -0.054
O: -0.342 -5.070 -1.441  -0.574
H: -0.427 -4.324 0.527  0.298
H: 1.114 -4.074 -0.334  0.242
H: -0.342 -3.102 -0.638  -0.130
H: -1.173 -4.839 -1.864  0.300
C: 4.810 -0.384 -0.209  -0.503
O: 4.577 -0.808 -1.508  -0.469
H: 4.493 -1.095 0.553  0.310
H: 5.893 -0.321 -0.097  0.341
H: 4.311 0.575 -0.069  0.036
H: 4.372 -1.742 -1.431  0.305
C: 5.432 4.392 1.027  -0.353
O: 6.365 4.393 -0.056  -0.507
H: 4.609 5.085 0.855  0.146
H: 5.113 3.371 1.241  0.124
H: 5.894 4.716 1.960  0.297
H: 6.088 3.736 -0.698  0.302
C: -0.437 6.025 0.683  -0.357
O: 0.860 5.946 0.144  -0.013
H: -0.746 5.094 1.157  0.256
H: -0.505 6.824 1.422  0.323
H: -1.082 6.272 -0.160  0.299
H: 1.143 5.095 0.486  0.514
C: 1.519 -0.854 0.179  -0.617
C: 0.693 0.396 0.181  1.428
C: 0.179 0.772 1.529  0.641
O: 0.636 2.098 1.738  -0.367
C: 1.461 2.478 0.707  0.729
O: 2.066 3.554 0.561  -0.880
O: 1.480 1.500 -0.217  -0.414
H: 2.053 -0.970 -0.764  -0.169
H: 0.905 -1.742 0.329  -0.154
H: 2.282 -0.702 0.943  0.287
H: -0.127 0.307 -0.532  -0.164
H: 0.467 0.071 2.312  -0.288
H: -0.908 0.814 1.601  -0.220
C: 1.774 -1.074 -6.228  -1.401
C: 0.859 -1.258 -5.016  0.418
C: 1.567 -1.170 -3.653  -0.357
O: 0.923 -0.100 -3.015  -0.090
C: -0.154 0.378 -3.762  0.556
O: -0.880 1.337 -3.535  -0.592
O: -0.056 -0.167 -4.959  -0.387
H: 2.489 -0.300 -5.951  0.401
H: 1.167 -0.842 -7.103  0.355
H: 2.248 -2.006 -6.537  0.358
H: 0.238 -2.153 -5.054  0.298
H: 2.602 -0.939 -3.903  0.239
H: 1.487 -2.019 -2.975  0.236
C: -5.193 -0.248 -3.960  -1.359
C: -4.763 0.544 -2.675  0.320
C: -5.683 0.277 -1.461  -0.447
O: -4.739 -0.098 -0.487  -0.337
C: -3.546 -0.270 -1.044  0.511
O: -2.493 -0.639 -0.482  -0.424
O: -3.578 -0.047 -2.329  -0.201
H: -4.487 -0.087 -4.775  0.324
H: -6.187 -0.002 -4.334  0.395
H: -5.184 -1.310 -3.715  0.346
H: -4.637 1.615 -2.833  0.282
H: -6.386 -0.553 -1.538  0.297
H: -6.215 1.189 -1.191  0.305
C: -4.132 -2.579 4.871  -1.497
C: -3.283 -2.027 3.742  0.417
C: -2.453 -0.841 4.132  -0.431
O: -1.125 -1.222 3.798  -0.208
C: -1.104 -2.381 3.191  0.754
O: -0.079 -2.951 2.790  -0.584
O: -2.295 -2.958 3.350  -0.400
H: -4.863 -1.832 5.182  0.377
H: -3.495 -2.785 5.731  0.362
H: -4.673 -3.497 4.642  0.364
H: -3.818 -1.797 2.820  0.269
H: -2.545 -0.652 5.202  0.336
H: -2.919 -0.032 3.569  0.253

For the electronic energy, the calculation gives -2105.2159 a.u. As for the LUMO energy (alpha / beta): -2.7 / -9.4 eV. Its HOMO-LUMO gap (alpha / beta) is 9.1214 / 2.4344 eV. As for the charge: +1. The expectation value of S² is 0.75. The spin multiplicity is 2.


The molecule C5H9NO at a distorted geometry, computed with wB97M-V/def2-TZVPD.

Last column: Mulliken charge in e.
CARTESIAN COORDINATES (ANGSTROEM)
C: 0.656 -0.852 -1.365  -1.350
C: -0.063 0.453 -1.058  0.176
N: -1.522 0.316 -1.153  -0.717
C: -0.858 0.670 0.151  0.086
C: -0.499 -0.198 1.319  -0.873
C: 0.968 0.007 1.744  0.030
O: 1.806 0.761 1.300  -0.470
H: 0.097 -1.749 -1.052  0.316
H: 0.727 -0.908 -2.457  0.358
H: 1.672 -0.901 -0.957  0.307
H: 0.453 1.361 -1.344  0.400
H: -1.849 1.208 -1.533  0.282
H: -1.149 1.679 0.452  0.374
H: -0.604 -1.274 1.124  0.338
H: -1.055 0.069 2.223  0.375
H: 1.219 -0.641 2.608  0.367

For the electronic energy, the calculation gives -325.8436 a.u. As for the LUMO energy: 1.0 eV. Its structure (SMILES) is C[C@H]1N[C@H]1CC=O. Its HOMO-LUMO gap is 10.5308 eV. The energy above the lowest of the compared OMol25 structures with the same formula, charge and spin is 2.556 eV.


The molecule C3H8N2O at a distorted geometry, computed with wB97M-V/def2-TZVPD.

Last column: Mulliken charge in e.
CARTESIAN COORDINATES (ANGSTROEM)
C: 2.109 -0.704 0.067  -0.598
O: 1.394 0.500 -0.177  -0.335
C: 0.029 0.226 -0.154  0.614
C: -0.683 1.584 0.079  -0.648
N: -0.477 -0.932 -0.045  -0.257
N: -1.872 -0.915 0.059  -0.649
H: 1.839 -0.985 1.140  0.271
H: 3.258 -0.500 -0.033  0.210
H: 1.936 -1.548 -0.674  0.249
H: -1.810 1.577 -0.631  0.186
H: 0.117 2.494 -0.172  0.249
H: -1.164 1.598 1.184  0.235
H: -2.464 -0.452 -0.714  0.213
H: -2.212 -1.943 0.073  0.262

For the electronic energy, the calculation gives -303.7417 a.u. As for the LUMO energy: 1.0 eV. Its structure (SMILES) is CO/C(C)=N/N. Its HOMO-LUMO gap is 9.4884 eV. The energy above the lowest of the compared OMol25 structures with the same formula, charge and spin is 4.093 eV.


A structure of composition C34H40KN7S, computed with wB97M-V/def2-TZVPD.

Last column: Mulliken charge in e.
CARTESIAN COORDINATES (ANGSTROEM)
K: -0.141 -0.006 0.210  -0.311
C: -1.615 1.921 2.260  1.542
C: -2.829 1.068 2.709  -1.248
C: -3.121 -0.251 1.949  -0.608
N: -1.896 -0.967 1.663  0.347
C: -1.727 -2.239 1.812  0.396
C: -2.723 -3.200 2.220  -1.115
C: -2.525 -4.359 2.942  -0.119
C: -1.374 -4.921 3.490  -0.595
C: -0.067 -4.431 3.302  -0.313
C: 0.426 -3.490 2.440  -0.711
C: -0.319 -2.764 1.419  1.104
N: 0.103 -2.416 0.252  -0.536
C: 1.455 -2.714 -0.227  -1.003
C: 2.359 -1.456 -0.456  0.605
C: 2.222 -0.674 -1.805  -0.964
N: 1.200 0.374 -1.784  -0.695
C: 1.493 1.628 -1.707  1.064
C: 2.823 2.214 -1.654  -0.770
C: 3.210 3.404 -2.207  -0.376
C: 2.486 4.371 -2.934  -0.624
C: 1.100 4.416 -3.052  -0.147
C: 0.109 3.665 -2.446  -1.204
C: 0.293 2.587 -1.508  0.459
N: -0.492 2.282 -0.525  0.812
C: -1.690 3.017 -0.174  -0.684
C: -1.817 3.166 1.361  -1.242
H: -0.901 1.263 1.793  -1.547
H: -1.105 2.259 3.165  0.468
H: -3.741 1.678 2.695  0.275
H: -2.665 0.796 3.755  0.397
H: -3.611 -0.008 0.998  0.088
H: -3.851 -0.839 2.523  0.439
H: -3.747 -2.934 1.985  0.276
H: -3.447 -4.897 3.169  0.272
H: -1.498 -5.781 4.138  0.276
H: 0.693 -4.907 3.922  0.309
H: 1.493 -3.305 2.468  0.271
H: 1.346 -3.222 -1.193  0.311
H: 1.984 -3.409 0.432  0.426
H: 3.394 -1.801 -0.383  0.707
H: 2.243 -0.759 0.381  -0.791
H: 1.928 -1.397 -2.576  0.385
H: 3.205 -0.285 -2.092  0.404
H: 3.586 1.630 -1.153  0.411
H: 4.272 3.616 -2.093  0.346
H: 3.052 5.165 -3.405  0.268
H: 0.720 5.222 -3.680  0.284
H: -0.917 3.965 -2.622  0.307
H: -2.562 2.469 -0.556  0.177
H: -1.738 4.018 -0.623  0.476
H: -2.790 3.624 1.581  0.317
H: -1.064 3.901 1.659  0.426
C: -5.822 -1.780 -2.976  -0.945
N: -4.669 -1.423 -3.764  0.057
C: -4.316 -2.218 -4.928  -0.620
C: -2.988 -1.591 -5.356  -0.565
N: -2.525 -1.063 -4.089  -0.111
C: -3.558 -0.842 -3.224  0.041
S: -3.382 -0.048 -1.791  -0.353
H: -6.741 -1.568 -3.527  0.281
H: -5.807 -1.199 -2.057  0.305
H: -5.798 -2.846 -2.722  0.320
H: -5.082 -2.152 -5.702  0.357
H: -4.196 -3.272 -4.645  0.328
H: -3.142 -0.800 -6.098  0.285
H: -2.296 -2.327 -5.763  0.327
H: -1.715 -0.472 -3.985  0.206
C: 2.152 0.495 2.584  -1.429
C: 3.470 0.852 2.585  1.427
C: 3.957 2.171 2.223  -0.481
C: 5.282 2.489 2.235  -0.632
C: 6.282 1.554 2.600  0.297
C: 5.844 0.250 2.935  -0.548
C: 4.524 -0.090 2.925  -0.726
C: 7.659 1.899 2.621  0.221
N: 8.784 2.183 2.646  -0.721
H: 1.380 1.223 2.356  0.079
H: 1.846 -0.515 2.837  0.216
H: 3.234 2.915 1.908  0.300
H: 5.585 3.490 1.945  0.377
H: 6.579 -0.501 3.205  0.380
H: 4.236 -1.103 3.187  0.282

For the electronic energy, the calculation gives -2700.9050 a.u. As for the LUMO energy: 3.5 eV. Its HOMO-LUMO gap is 4.0493 eV. As for the charge: -2. The energy above the lowest of the compared OMol25 structures with the same formula, charge and spin is 2.847 eV.


The molecule C5H5N at a distorted geometry, computed with wB97M-V/def2-TZVPD.

Last column: Mulliken charge in e.
CARTESIAN COORDINATES (ANGSTROEM)
C: -1.558 -0.733 0.333  -1.014
C: -0.739 0.175 -0.593  -0.307
C: 0.704 0.028 -0.459  -0.013
C: 1.871 0.156 -0.181  0.118
C: 3.043 0.681 0.326  0.185
N: 3.937 1.237 0.813  -0.410
H: -1.011 -0.951 1.255  0.344
H: -1.810 -1.678 -0.154  0.291
H: -2.485 -0.224 0.608  0.290
H: -0.895 1.223 -0.312  0.215
H: -1.057 0.086 -1.636  0.301

For the electronic energy, the calculation gives -248.1951 a.u. As for the LUMO energy: 0.6 eV. Its structure (SMILES) is CCC#CC#N. Its HOMO-LUMO gap is 10.9543 eV. The energy above the lowest of the compared OMol25 structures with the same formula, charge and spin is 2.176 eV.


A structure of composition C4H6DyO3 at a distorted geometry, computed with wB97M-V/def2-TZVPD.

Last column: Mulliken charge in e.
CARTESIAN COORDINATES (ANGSTROEM)
H: 0.096 -0.161 1.488  0.360
O: 1.264 0.849 0.043  -0.292
O: 1.446 -0.961 -1.149  -0.160
O: 3.268 0.286 -0.821  -0.433
C: 0.077 -0.127 0.402  -0.219
C: 0.289 -1.150 -0.472  0.297
C: 2.048 0.179 -0.720  0.869
H: -0.377 -1.921 -0.849  0.432
Dy: 5.381 1.646 -0.744  1.565
H: -1.833 -0.287 1.158  0.235
C: -2.690 0.308 0.518  -0.723
H: -3.109 0.940 1.310  0.354
H: -2.549 0.939 -0.368  0.328
H: -3.310 -0.541 0.203  0.387

For the electronic energy, the calculation gives -1265.4442 a.u. As for the LUMO energy (alpha / beta): -15.5 / -12.8 eV. Its HOMO-LUMO gap (alpha / beta) is 6.7132 / 9.3194 eV. As for the charge: +3. The energy above the lowest of the compared OMol25 structures with the same formula, charge and spin is 0.000 eV. The expectation value of S² is 9.77. The spin multiplicity is 6.


Ordered molecular weight results: 568.57, 99.13, 88.11, 617.91, 79.10, 264.59; unit Da.